(1)
Below is one molecule with the formula C6H7IOS in a non-equilibrium geometry, with properties calculated with ωB97M-V/def2-TZVPD.

Geometry (Å):
I  -3.331  0.577  0.847
S  0.838  -1.512  -0.942
O  -0.570  1.448  1.340
C  -0.240  0.699  0.207
C  -0.312  -1.575  1.551
C  -1.460  1.615  0.301
C  0.072  -0.833  0.319
C  0.867  1.194  -0.793
C  1.035  0.125  -1.873
H  -1.385  -1.240  1.658
H  1.909  -0.018  -2.614
H  0.680  2.050  -1.518
H  -0.298  -2.664  1.516
H  0.027  0.265  -2.385
H  0.326  -1.356  2.495
H  1.840  1.225  -0.111

The orbital gap (spin up / spin down) is 6.88 / 5.45 eV. As for the LUMO energy (spin up / spin down): -0.91 / -1.54 eV. The net charge is 0. The calculated total energy comes out at -27313.3534 eV.

Mulliken population analysis, charges in e, atoms 1 to 2:
1 I -0.122
2 S -0.124

---

(2)
Below is C19H8Cl5NO10S2Sn as an isolated structure in a non-equilibrium geometry, with properties calculated with ωB97M-V/def2-TZVPD.

Geometry (Å):
Sn  0.637  -0.486  -1.675
Cl  -0.686  -2.828  0.942
Cl  -3.378  0.316  -3.156
Cl  -6.187  -0.295  -1.881
Cl  -3.877  -4.009  1.385
Cl  -6.494  -2.563  0.282
S  0.996  -4.182  -1.074
S  1.913  0.776  1.680
O  1.311  2.089  1.828
O  -1.591  2.813  -0.023
O  3.033  1.175  -3.765
O  4.483  2.846  -3.459
O  -1.213  -1.418  -2.020
O  1.993  0.349  0.267
O  3.175  0.605  2.385
O  -0.718  0.854  -0.669
O  1.314  -5.537  -1.471
O  1.731  -3.117  -1.697
N  1.360  2.265  -1.821
C  0.127  -1.142  1.564
C  0.572  2.836  -0.925
C  -0.714  2.121  -0.514
C  2.900  4.082  -1.603
C  -3.728  -2.674  0.193
C  -0.354  -2.769  3.850
C  0.944  -0.635  3.880
C  -4.777  -1.123  -1.287
C  0.882  4.062  -0.334
C  0.849  -0.466  2.445
C  3.320  2.190  -3.193
C  -4.906  -2.071  -0.279
C  0.341  -1.657  4.517
C  2.495  2.883  -2.159
C  -2.380  -1.489  -1.376
C  -2.529  -2.212  -0.207
C  2.064  4.682  -0.666
C  -0.471  -2.996  2.555
C  -3.519  -0.827  -1.840
H  2.349  5.619  -0.202
H  -0.735  -3.524  4.542
H  0.187  4.459  0.391
H  4.928  2.298  -4.120
H  1.511  0.135  4.384
H  -1.379  -4.226  0.627
H  3.838  4.528  -1.896
H  0.383  -1.743  5.596

The orbital gap is 4.33 eV. As for the LUMO energy: 3.28 eV. The net charge is -2. The calculated total energy comes out at -131902.9071 eV.

Mulliken population analysis, charges in e, atoms 1 to 2:
1 Sn 0.811
2 Cl 0.164

---

(3)
Below is C25H36N4O7PS2V as an isolated structure, with properties calculated with ωB97M-V/def2-TZVPD.

Geometry (Å):
V  -0.410  0.325  -0.485
S  -1.386  2.020  1.125
S  -2.988  2.436  -3.661
P  -0.270  -1.577  -2.112
O  -0.371  -1.016  1.059
O  -1.598  -1.765  -2.999
O  -1.724  -5.560  5.123
O  -0.034  -4.348  4.560
O  0.847  -1.668  -3.266
O  -2.218  -0.806  -0.082
O  -0.173  -3.037  -1.470
N  -1.168  1.643  -2.084
N  0.062  1.572  3.267
N  0.462  3.606  2.164
N  -1.190  -4.705  4.453
C  2.742  -0.419  0.278
C  1.726  4.074  2.739
C  1.544  5.232  3.703
C  -0.826  2.920  -2.469
C  -1.586  -1.359  0.852
C  1.821  1.651  -0.599
C  -2.019  -4.021  3.430
C  -4.112  -3.727  2.338
C  0.709  1.739  4.572
C  0.954  -3.446  -0.683
C  -1.427  -3.045  2.657
C  -3.346  -4.381  3.293
C  -3.546  -2.742  1.545
C  -2.205  -2.402  1.704
C  3.301  -0.660  -0.973
C  -2.721  -2.592  -2.654
C  2.014  0.762  0.457
C  1.998  0.944  4.686
C  3.128  0.230  -2.024
C  2.374  1.378  -1.850
C  -1.686  3.498  -3.338
C  0.819  -0.714  -4.330
C  2.984  -1.341  1.438
C  -2.291  1.275  -2.652
C  -0.178  2.442  2.287
H  -3.235  -2.189  -1.783
H  -3.760  -5.153  3.925
H  3.579  0.016  -2.984
H  2.514  5.569  4.069
H  3.865  -1.025  2.002
H  2.355  4.379  1.901
H  2.232  3.232  3.202
H  2.241  2.073  -2.670
H  0.057  4.185  1.444
H  0.022  -0.962  -5.031
H  2.425  1.063  5.682
H  0.075  3.373  -2.090
H  1.813  -0.119  4.526
H  -4.136  -2.222  0.802
H  3.165  -2.362  1.105
H  -2.389  -3.607  -2.448
H  1.778  -0.768  -4.839
H  0.669  0.300  -3.951
H  0.863  2.797  4.758
H  2.131  -1.340  2.118
H  0.752  -4.463  -0.361
H  0.929  4.954  4.560
H  -0.009  1.399  5.320
H  -2.742  0.308  -2.487
H  -5.154  -3.990  2.217
H  3.888  -1.557  -1.130
H  -0.464  0.718  3.142
H  1.060  -2.799  0.186
H  -3.379  -2.591  -3.518
H  1.281  2.572  -0.412
H  -1.628  4.476  -3.784
H  1.062  6.075  3.208
H  2.739  1.269  3.953
H  1.639  0.991  1.444
H  1.861  -3.427  -1.287
H  -0.386  -2.794  2.792

Its spin multiplicity is 2. The orbital gap (spin up / spin down) is 7.50 / 6.92 eV. As for the LUMO energy (spin up / spin down): -2.48 / -2.49 eV. The net charge is +1. The calculated total energy comes out at -103444.4936 eV.

Mulliken population analysis, charges in e, atoms 1 to 2:
1 V 1.269
2 S -0.595

---

(4)
Below is one molecule with the formula C14H12F3NO2 in a non-equilibrium geometry, with properties calculated with ωB97M-V/def2-TZVPD.

Geometry (Å):
F  6.472  0.428  1.480
F  6.883  0.175  -0.614
F  6.228  -1.503  0.564
O  -3.744  0.568  0.445
O  0.749  1.071  -0.717
N  2.314  -0.444  0.059
C  -0.229  -1.161  -0.925
C  -0.303  0.180  -0.570
C  6.036  -0.192  0.364
C  -2.559  -1.414  -0.345
C  2.015  0.732  -0.473
C  -4.946  -0.166  0.588
C  -1.363  -1.940  -0.801
C  -6.014  0.792  1.090
C  3.576  -0.726  0.315
C  -2.633  -0.066  -0.004
C  -1.492  0.726  -0.119
C  4.614  0.152  0.046
C  2.994  1.697  -0.776
C  4.308  1.398  -0.511
H  -5.713  1.217  2.044
H  -4.802  -0.985  1.307
H  -6.150  1.602  0.378
H  -1.545  1.770  0.143
H  -1.318  -2.984  -1.071
H  0.693  -1.583  -1.286
H  -6.955  0.265  1.214
H  3.759  -1.700  0.749
H  2.693  2.638  -1.203
H  -5.243  -0.594  -0.379
H  -3.421  -2.057  -0.263
H  5.096  2.102  -0.730

Its SMILES is CCOc1cccc(Oc2ccc(C(F)(F)F)cn2)c1. The orbital gap is 9.26 eV. As for the LUMO energy: 0.72 eV. The net charge is 0. The calculated total energy comes out at -28450.5179 eV.

Mulliken population analysis, charges in e, atoms 1 to 2:
1 F -0.250
2 F -0.260

---

(5)
Below is C27H33N8O2SV as an isolated structure, with properties calculated with ωB97M-V/def2-TZVPD.

Geometry (Å):
V  0.386  1.338  0.151
S  -0.192  2.945  1.654
O  -1.533  0.747  0.161
O  -0.223  1.490  -1.604
N  0.347  0.406  2.028
N  0.477  5.288  0.410
N  -2.045  0.638  -1.031
N  1.022  3.185  -0.501
N  2.263  1.042  0.423
N  -1.371  1.027  -2.013
N  1.162  -1.022  -1.557
N  0.572  -0.791  -0.279
C  -1.257  -4.135  3.255
C  2.088  -2.488  -3.200
C  1.041  5.882  -0.651
C  -1.663  -2.097  2.052
C  -3.370  0.095  -1.185
C  -3.812  -0.240  -2.459
C  1.577  5.115  -1.700
C  1.539  3.745  -1.601
C  1.035  7.368  -0.694
C  1.520  0.090  2.457
C  -1.016  -1.369  3.049
C  2.774  -2.713  -0.805
C  -0.512  -2.034  4.159
C  3.968  0.117  1.601
C  -0.633  -3.415  4.261
C  4.464  0.619  0.375
C  -5.423  -0.571  -0.198
C  -5.092  -0.750  -2.582
C  -0.834  0.116  2.885
C  0.497  3.988  0.425
C  1.614  -2.435  -1.753
C  3.402  1.166  -0.315
C  0.472  -3.425  -1.523
C  2.615  0.379  1.605
C  -4.146  -0.057  -0.046
C  -5.893  -0.916  -1.458
C  -1.782  -3.474  2.151
H  -1.704  0.548  2.399
H  -2.117  -1.574  1.214
H  -0.045  -1.475  4.962
H  1.897  3.089  -2.383
H  1.271  -2.271  -3.892
H  0.185  7.702  -1.295
H  0.800  -4.435  -1.765
H  -6.892  -1.314  -1.567
H  -0.307  -1.295  -0.131
H  0.923  7.776  0.307
H  2.461  -3.484  -3.434
H  1.231  -1.169  0.398
H  -2.301  -4.032  1.383
H  -5.465  -1.019  -3.560
H  1.643  -0.408  3.416
H  -1.356  -5.208  3.340
H  2.890  -1.770  -3.371
H  3.201  -3.689  -1.028
H  5.485  0.590  0.033
H  -0.384  -3.196  -2.165
H  -3.774  0.233  0.925
H  0.141  -3.444  -0.481
H  1.940  7.751  -1.163
H  -6.054  -0.694  0.671
H  -0.248  -3.925  5.134
H  3.554  -1.961  -0.917
H  2.008  5.593  -2.568
H  -0.698  0.624  3.840
H  -3.181  -0.104  -3.325
H  2.463  -2.751  0.245
H  4.530  -0.362  2.386
H  3.400  1.620  -1.291
H  0.469  -0.797  -2.266

The orbital gap is 6.08 eV. As for the LUMO energy: -8.19 eV. The net charge is +2. The calculated total energy comes out at -81056.5592 eV.

Mulliken population analysis, charges in e, atoms 1 to 2:
1 V -0.462
2 S -0.305

---

(6)
Below is C4H5NO as an isolated structure in a non-equilibrium geometry, with properties calculated with ωB97M-V/def2-TZVPD.

Geometry (Å):
O  0.058  -0.587  -1.286
N  0.274  2.889  -0.354
C  -0.353  -0.506  0.750
C  -0.636  0.462  -0.590
C  0.823  -1.085  -0.102
C  -0.005  1.805  -0.565
H  1.848  -0.588  0.297
H  1.014  -2.260  -0.207
H  -1.166  -1.130  1.050
H  -1.578  0.797  -0.882
H  -0.282  0.202  1.889

The orbital gap is 11.51 eV. As for the LUMO energy: 0.83 eV. The net charge is 0. The calculated total energy comes out at -7762.7144 eV.

Mulliken population analysis, charges in e, atoms 1 to 2:
1 O -0.387
2 N -0.383

---

(7)
Below is one molecule with the formula C4H2O2 in a non-equilibrium geometry, with properties calculated with ωB97M-V/def2-TZVPD.

Geometry (Å):
O  0.921  -1.253  2.032
O  -0.048  1.933  0.307
C  -0.601  -1.147  0.074
C  -0.702  -0.116  -0.772
C  0.241  0.996  -0.394
C  0.268  -1.088  1.093
H  -1.368  -0.082  -1.631
H  1.283  0.819  -0.711

Its SMILES is O=C=C=CC=O. The orbital gap is 8.65 eV. As for the LUMO energy: -0.92 eV. The net charge is 0. The calculated total energy comes out at -8271.9820 eV.

Mulliken population analysis, charges in e, atoms 1 to 2:
1 O -0.310
2 O -0.419

---

(8)
Below is a 3-piece molecular cluster, C3H14N2O2 overall in a non-equilibrium geometry, with properties calculated with ωB97M-V/def2-TZVPD.

Geometry (Å):
O  -4.717  -1.324  5.556
O  0.448  -0.420  -5.025
N  0.919  0.877  -0.616
N  -1.169  1.654  -0.115
C  1.147  -0.369  0.120
C  2.202  -1.249  -0.464
C  0.319  1.944  0.054
H  0.445  2.945  -0.341
H  0.231  -0.933  0.294
H  -0.471  -0.711  -5.037
H  0.472  1.930  1.129
H  3.142  -0.870  -0.854
H  -4.303  -2.193  5.669
H  0.557  -0.120  -4.118
H  -1.394  0.731  0.249
H  1.504  -0.041  1.103
H  2.401  -2.053  0.256
H  -1.325  1.608  -1.136
H  -3.977  -0.711  5.626
H  1.795  1.146  -1.071
H  1.772  -1.841  -1.277

Its spin multiplicity is 2. The orbital gap (spin up / spin down) is 10.14 / 4.98 eV. As for the LUMO energy (spin up / spin down): -3.31 / -8.46 eV. The net charge is +1. The calculated total energy comes out at -10403.7498 eV.

Mulliken population analysis, charges in e, atoms 1 to 2:
1 O -0.636
2 O -0.609

---

(9)
Below is a 2-piece molecular cluster, C6H15BO overall in a non-equilibrium geometry, with properties calculated with ωB97M-V/def2-TZVPD.

Geometry (Å):
O  -1.805  0.906  -1.566
C  -0.434  2.074  0.750
C  0.232  0.684  0.742
C  -0.437  -1.897  -0.371
C  1.406  0.759  -0.279
C  0.839  0.389  2.111
C  -0.450  -2.276  -1.850
B  -0.474  -0.420  -0.015
H  -1.521  -2.064  -0.079
H  0.860  0.495  -1.223
H  0.426  2.755  0.742
H  2.335  0.093  -0.211
H  -1.039  2.331  -0.209
H  -2.321  0.888  -0.833
H  1.651  1.120  2.423
H  0.368  -1.990  -2.387
H  0.295  -2.457  0.188
H  -0.633  -3.349  -1.978
H  -1.054  2.023  1.657
H  1.189  -0.626  2.025
H  1.703  1.826  -0.364
H  -1.257  -1.707  -2.162
H  0.121  0.443  2.889

The orbital gap is 8.95 eV. As for the LUMO energy: 0.22 eV. The net charge is 0. The calculated total energy comes out at -9185.1369 eV.

Mulliken population analysis, charges in e, atoms 1 to 2:
1 O -0.759
2 C -1.477

---

(10)
Below is C51H65N8O2PbS3 as an isolated structure, with properties calculated with ωB97M-V/def2-TZVPD.

Geometry (Å):
Pb  0.637  1.064  -0.511
S  1.475  1.579  2.379
S  0.815  -1.184  3.430
S  1.931  2.793  -2.280
O  0.604  -1.148  -1.119
O  -1.398  3.400  -0.390
N  -1.127  0.226  -3.113
N  -2.037  0.151  -0.212
N  3.559  1.564  -4.084
N  3.810  0.749  -2.021
N  2.942  2.356  -5.010
N  3.235  0.415  -0.990
N  -1.542  2.839  5.094
N  0.679  0.080  7.135
C  1.858  0.692  -8.704
C  4.047  -0.412  -0.138
C  1.408  1.953  -8.326
C  -1.109  -4.595  0.531
C  1.659  -3.848  -1.984
C  -1.599  -0.869  0.759
C  3.092  0.537  -6.629
C  1.063  -4.659  -3.148
C  -3.155  -6.021  0.785
C  -2.677  2.701  6.029
C  -0.484  5.710  1.171
C  -1.699  -5.819  1.232
C  -0.985  4.378  1.737
C  2.618  1.793  -6.244
C  -3.610  1.561  5.621
C  0.318  1.079  4.772
C  0.925  0.468  3.541
C  -3.422  4.029  6.005
C  5.434  -0.292  -0.118
C  -2.119  2.098  1.417
C  -0.333  6.756  2.285
C  -2.082  2.434  7.405
C  -1.064  -2.176  0.238
C  4.155  -2.104  1.553
C  2.751  -4.689  -1.292
C  -2.815  -0.392  -1.334
C  -1.486  3.310  0.822
C  -2.842  1.146  0.497
C  3.125  1.657  -2.880
C  2.375  -2.642  -2.606
C  -1.456  6.289  0.131
C  -2.125  1.917  2.737
C  0.542  0.500  6.071
C  -0.568  2.065  4.640
C  6.175  -1.079  0.746
C  -1.608  -3.326  0.793
C  0.051  -2.250  -0.630
C  -1.663  -5.605  2.754
C  1.785  2.505  -7.113
C  -2.045  -0.776  -2.596
C  3.406  -1.310  0.696
C  0.527  -3.541  -0.977
C  -1.371  2.821  3.623
C  -0.391  -0.347  -4.240
C  -0.916  -7.091  0.911
C  -0.058  -4.658  -0.372
C  -0.893  4.083  3.037
C  5.536  -1.989  1.583
C  2.707  0.001  -7.851
C  0.892  5.474  0.524
C  -1.805  1.452  -3.511
H  -2.576  1.029  3.167
H  0.494  6.521  2.959
H  3.069  -0.983  -8.132
H  0.532  -5.547  -2.799
H  -1.543  1.487  7.425
H  -1.064  -0.646  -5.060
H  -3.203  -6.184  -0.294
H  -1.561  5.636  -0.731
H  -0.475  4.782  3.751
H  -3.760  -5.141  1.018
H  3.737  -0.008  -5.953
H  -0.844  -0.412  1.413
H  -3.375  1.744  -0.241
H  -0.660  -5.318  3.077
H  -1.949  -6.523  3.277
H  -3.069  0.612  5.585
H  -3.594  0.628  1.113
H  -2.806  -1.018  -3.359
H  1.859  -4.980  -3.829
H  0.133  -6.995  1.205
H  3.645  -2.799  2.206
H  -3.795  4.241  4.999
H  0.321  0.380  -4.623
H  2.394  -5.677  -0.993
H  -4.053  1.755  4.643
H  -2.445  -1.119  1.413
H  3.596  -4.833  -1.973
H  0.751  2.512  -8.983
H  -4.419  1.469  6.349
H  5.909  0.434  -0.765
H  -2.179  1.986  -2.637
H  -2.349  -4.813  3.064
H  -2.640  1.245  -4.202
H  -0.115  7.724  1.830
H  0.795  4.872  -0.384
H  -4.272  3.996  6.690
H  -3.572  0.349  -1.594
H  7.253  -0.979  0.771
H  -1.464  -1.678  -2.416
H  -3.353  -1.297  -1.022
H  3.116  -4.174  -0.400
H  0.340  -5.631  -0.630
H  -1.093  2.106  -4.014
H  1.539  0.252  -9.639
H  0.358  -4.044  -3.714
H  -2.446  6.447  0.572
H  -0.956  -7.333  -0.154
H  -2.450  -3.216  1.470
H  1.558  4.945  1.210
H  0.160  -1.227  -3.900
H  -2.881  2.396  8.149
H  -1.345  -7.933  1.462
H  -1.080  7.259  -0.208
H  -1.249  6.853  2.874
H  -3.601  -6.886  1.289
H  6.116  -2.593  2.270
H  -2.758  4.842  6.306
H  2.846  -2.016  -1.855
H  2.328  -1.399  0.669
H  1.697  -2.019  -3.189
H  -1.385  3.229  7.677
H  1.354  6.429  0.254
H  1.428  3.486  -6.817
H  2.247  2.988  -4.625
H  3.154  -3.020  -3.278

The orbital gap is 6.51 eV. As for the LUMO energy: 1.68 eV. The net charge is -1. The calculated total energy comes out at -107711.9340 eV.

Mulliken population analysis, charges in e, atoms 1 to 2:
1 Pb 1.825
2 S -0.221